ORCA calculation (wB97M-V/def2-TZVPD) on a molecular structure, C16H9Cl5N4O2SZn.

As for the HOMO-LUMO gap: 8.0987 eV. The HOMO energy comes out at -0.3061 hartree.

XYZ file:
```
38
Properties=species:S:1:pos:R:3:forces:R:3:nbo_charge:R:1
Zn -1.13175 -0.49753 1.64518 -0.486 -0.728 -0.079 1.525
Cl -6.16446 -3.16063 1.24951 -0.075 0.014 0.000 0.059
Cl -4.72807 -5.91553 1.44264 -0.059 -0.071 0.000 0.069
Cl -1.63597 -6.03915 1.80189 0.033 -0.112 -0.009 0.064
Cl 0.01405 -3.36963 1.88103 0.112 -0.049 0.000 0.042
Cl -4.47775 -0.52870 1.42166 -0.161 0.262 -0.038 0.017
S 2.23452 -0.02299 0.99580 -0.262 -0.239 0.020 2.335
O 3.04263 0.81287 1.82777 -0.009 0.230 -0.139 -0.927
O 2.36572 -1.44516 1.12227 -0.231 -0.019 -0.064 -0.947
N -1.16833 1.63448 1.53840 0.349 -0.353 0.006 -0.656
N 2.87415 1.20353 -4.74510 0.064 -0.079 -0.044 -0.793
N 0.90606 2.62641 0.91565 0.053 -0.171 0.007 -0.489
N 0.61472 0.29387 1.26373 0.439 0.024 0.015 -1.094
C 2.43578 0.39537 -0.70411 -0.014 -0.129 0.313 -0.339
C -2.31950 -2.09494 1.62925 0.380 0.275 0.114 -0.614
C 0.15730 1.56028 1.22863 0.149 1.017 -0.057 0.562
C -4.45881 -3.23186 1.43500 0.003 -0.002 0.008 -0.104
C 3.31673 1.76885 -2.44624 0.015 0.020 -0.106 -0.290
C 0.31787 3.80790 0.97366 -0.118 -0.068 0.016 0.135
C -1.01887 3.98299 1.31921 -0.002 0.007 0.009 -0.366
C -3.81654 -4.46649 1.52024 0.094 0.094 0.017 -0.070
C 1.81938 -0.42528 -1.64003 0.028 0.025 -0.054 -0.176
C -2.43048 -4.52554 1.67151 0.014 0.048 -0.003 -0.144
C -1.70215 -3.34148 1.71659 -0.337 0.184 -0.018 0.037
C -3.69934 -2.06681 1.50186 0.266 -0.223 0.007 -0.065
C 1.94717 -0.14752 -2.98431 0.003 0.012 0.007 -0.272
C 2.70844 0.95186 -3.40749 -0.026 0.012 0.126 0.199
C -1.73408 2.83473 1.58541 -0.174 -0.051 -0.010 0.118
C 3.17974 1.49310 -1.10034 -0.042 0.022 0.085 -0.148
H 3.29694 2.06046 -5.04686 -0.036 0.025 -0.004 0.391
H 3.63109 2.12045 -0.34341 0.019 0.006 -0.038 0.245
H 1.25230 -1.28219 -1.29701 0.012 -0.017 -0.080 0.235
H 2.32499 0.69749 -5.41363 -0.017 0.051 -0.029 0.390
H 1.46934 -0.78306 -3.72029 0.017 -0.008 0.002 0.210
H 0.94589 4.65878 0.72926 -0.032 0.008 -0.008 0.202
H 3.89868 2.62315 -2.77162 0.015 -0.008 0.025 0.210
H -2.78733 2.86090 1.83825 0.001 -0.008 0.005 0.211
H -1.48005 4.95699 1.36601 0.016 0.001 -0.003 0.234
```
Forces are in eV/Å.